1.
This record from the Open Molecules 2025 dataset describes a structure of composition C41H47N8O2RhS3. The level of theory is ωB97M-V with the def2-TZVPD basis set.

Summary:
gap between HOMO and LUMO	5.448	eV
LUMO level	-7.033	eV
charge	+2
energy relative to the best compared isomer or geometry (same formula, charge and spin)	240.5	kJ/mol

Cartesian coordinates (Å):
Rh1 -1.80 -1.74 0.42
C1 -2.03 -1.97 3.42
N1 -1.12 -1.91 2.27
C2 0.11 -1.52 2.42
C3 0.79 -1.03 1.31
C4 2.05 -0.48 1.07
C5 2.02 0.02 -0.23
C6 0.74 -0.23 -0.73
N2 -0.01 -0.85 0.18
C7 -3.10 -0.89 3.34
C8 -4.44 -1.21 3.19
C9 -5.40 -0.21 3.09
C10 -5.01 1.12 3.15
C11 -3.68 1.45 3.34
C12 -2.73 0.44 3.44
H1 -1.41 -1.82 4.31
H2 -2.50 -2.95 3.52
H3 0.55 -1.51 3.42
H4 2.88 -0.44 1.77
H5 2.81 0.52 -0.75
H6 0.36 0.01 -1.71
H7 -4.75 -2.25 3.18
H8 -6.44 -0.47 2.99
H9 -5.76 1.90 3.08
H10 -3.38 2.49 3.42
H11 -1.69 0.70 3.62
C13 -1.93 1.25 -1.87
C14 -3.16 0.56 -1.45
N3 -3.21 -0.55 -0.72
C15 -4.52 -0.99 -0.57
C16 -5.45 -0.21 -1.16
S1 -4.70 1.11 -1.92
C17 -4.71 -2.23 0.18
C18 -5.84 -2.92 0.42
S2 -5.49 -4.34 1.29
C19 -3.83 -3.96 1.29
N4 -3.56 -2.81 0.70
C20 -2.86 -4.94 1.87
H12 -1.37 0.61 -2.55
H13 -1.28 1.48 -1.02
H14 -2.16 2.18 -2.40
H15 -6.52 -0.34 -1.18
H16 -6.85 -2.67 0.13
H17 -3.29 -5.45 2.72
H18 -1.92 -4.48 2.17
H19 -2.63 -5.70 1.11
C21 4.11 5.17 -0.91
C22 3.70 5.36 0.55
N5 2.72 6.42 0.74
C23 3.15 7.80 0.52
C24 2.54 8.43 -0.72
C25 1.48 6.24 1.25
O1 0.75 7.16 1.57
C26 0.95 4.84 1.42
C27 0.47 4.44 2.66
C28 -0.14 3.21 2.78
C29 -0.29 2.43 1.64
N6 0.15 2.80 0.44
C30 0.77 3.98 0.35
H20 4.90 4.42 -0.98
H21 4.49 6.09 -1.33
H22 3.26 4.84 -1.51
H23 4.59 5.61 1.15
H24 3.30 4.43 0.96
H25 4.24 7.79 0.46
H26 2.88 8.38 1.40
H27 2.81 7.87 -1.62
H28 2.90 9.45 -0.84
H29 1.46 8.45 -0.64
H30 0.57 5.11 3.51
H31 -0.51 2.87 3.74
H32 -0.78 1.46 1.69
H33 1.11 4.26 -0.64
C31 -0.31 -6.44 -3.71
C32 -0.49 -5.16 -4.53
C33 0.25 -3.97 -3.96
N7 -0.34 -3.62 -2.65
C34 0.22 -3.40 -1.49
S3 -0.73 -3.72 -0.03
N8 1.53 -3.12 -1.34
C35 2.37 -2.39 -2.25
O2 1.89 -1.91 -3.24
C36 3.78 -2.30 -1.84
C37 4.56 -1.32 -2.46
C38 5.89 -1.18 -2.12
C39 6.45 -2.02 -1.16
C40 5.68 -3.00 -0.55
C41 4.34 -3.14 -0.88
H34 -0.88 -7.26 -4.13
H35 -0.63 -6.31 -2.68
H36 0.74 -6.74 -3.69
H37 -1.55 -4.92 -4.64
H38 -0.11 -5.31 -5.54
H39 0.19 -3.09 -4.60
H40 1.30 -4.20 -3.80
H41 -1.33 -3.82 -2.58
H42 1.83 -3.10 -0.37
H43 4.11 -0.69 -3.22
H44 6.50 -0.43 -2.60
H45 7.49 -1.91 -0.90
H46 6.13 -3.66 0.19
H47 3.77 -3.93 -0.42

2.
This record from the Open Molecules 2025 dataset describes a cluster of 4 separate species, C14H25Br2N3 in total at a distorted geometry. The level of theory is ωB97M-V with the def2-TZVPD basis set.

Summary:
gap between HOMO and LUMO	10.787	eV
LUMO level	0.704	eV
charge	0
SMILES string	BrCCBr.CCCC#N.CCCC#N.CCCC#N
energy relative to the best compared isomer or geometry (same formula, charge and spin)	54.0	kJ/mol

Cartesian coordinates (Å):
Br1 -3.15 -3.66 -0.36
C1 -3.62 -2.14 0.75
C2 -4.69 -2.46 1.75
Br2 -5.07 -1.01 3.03
H1 -3.85 -1.31 0.08
H2 -2.75 -1.79 1.31
H3 -4.52 -3.40 2.29
H4 -5.64 -2.77 1.31
C3 -0.96 -3.75 -3.68
C4 -0.81 -2.60 -4.67
C5 -0.64 -1.25 -3.94
C6 -1.68 -0.96 -2.95
N1 -2.47 -0.73 -2.15
H5 -0.61 -4.65 -4.20
H6 -2.02 -4.00 -3.54
H7 -0.48 -3.63 -2.71
H8 -1.62 -2.58 -5.39
H9 0.09 -2.79 -5.25
H10 -0.63 -0.37 -4.58
H11 0.29 -1.30 -3.37
C7 2.20 4.20 2.24
C8 2.67 4.31 0.79
C9 4.10 3.79 0.62
C10 4.30 2.33 0.75
N2 4.50 1.21 0.79
H12 2.69 4.85 2.96
H13 2.36 3.17 2.57
H14 1.11 4.28 2.28
H15 2.74 5.35 0.46
H16 1.94 3.88 0.11
H17 4.72 4.16 1.44
H18 4.59 4.19 -0.27
C11 -0.67 0.28 2.57
C12 0.80 0.55 2.29
C13 1.54 -0.44 1.38
C14 1.37 -0.17 -0.05
N3 1.22 0.09 -1.15
H19 -1.25 -0.39 1.92
H20 -1.24 1.21 2.65
H21 -0.87 -0.19 3.54
H22 1.33 0.82 3.21
H23 0.89 1.55 1.86
H24 1.23 -1.46 1.64
H25 2.58 -0.35 1.67

3.
This record from the Open Molecules 2025 dataset describes a structure of composition C24H47As3Cl20CoF18N2O3 at a distorted geometry. The level of theory is ωB97M-V with the def2-TZVPD basis set.

Summary:
gap between HOMO and LUMO (spin up / spin down)	9.032 / 9.201	eV
LUMO level (spin up / spin down)	-0.004 / -0.005	eV
charge	0
multiplicity	4
<S²>	3.757

Cartesian coordinates (Å):
Co1 16.15 15.45 15.29
C1 14.29 12.99 20.48
C2 12.94 13.02 19.75
N1 12.93 13.01 18.27
C3 13.64 14.12 17.73
C4 13.58 11.73 17.88
C5 12.99 10.46 18.39
C6 11.55 13.05 17.71
C7 10.74 14.33 17.80
O1 10.52 14.72 19.12
C8 10.06 16.05 19.09
H1 13.98 13.03 21.50
H2 14.85 12.08 20.25
H3 14.91 13.84 20.19
H4 12.43 13.96 19.97
H5 12.27 12.22 20.02
H6 14.65 13.94 18.18
H7 13.25 15.07 18.12
H8 13.62 14.10 16.63
H9 14.59 11.76 18.30
H10 13.59 11.81 16.79
H11 13.40 9.64 17.75
H12 11.92 10.42 18.31
H13 13.24 10.25 19.44
H14 11.05 12.15 18.13
H15 11.69 12.76 16.68
H16 9.83 14.03 17.30
H17 11.16 15.13 17.23
H18 9.01 16.06 18.74
H19 10.69 16.73 18.52
H20 10.00 16.32 20.15
C9 19.77 12.74 11.05
C10 18.89 12.18 12.16
N2 17.66 11.49 11.72
C11 16.80 12.50 11.10
C12 17.95 10.45 10.69
C13 16.76 9.85 9.99
C14 16.90 11.00 12.89
C15 17.43 9.89 13.70
O2 17.07 8.70 13.05
C16 17.47 7.53 13.78
H21 19.31 13.50 10.40
H22 20.31 12.02 10.45
H23 20.58 13.25 11.57
H24 18.57 12.99 12.84
H25 19.45 11.43 12.70
H26 17.14 12.93 10.13
H27 16.73 13.38 11.75
H28 15.86 12.09 10.89
H29 18.50 9.63 11.17
H30 18.61 10.85 9.89
H31 16.01 9.41 10.65
H32 17.06 9.05 9.30
H33 16.22 10.61 9.41
H34 15.90 10.66 12.66
H35 16.81 11.83 13.53
H36 16.94 9.97 14.69
H37 18.49 9.89 13.99
H38 16.99 6.71 13.27
H39 17.03 7.55 14.75
H40 18.57 7.32 13.76
As1 17.79 12.06 16.68
F1 17.80 10.43 16.84
F2 17.13 12.22 18.23
F3 17.60 13.85 16.49
F4 18.48 11.98 15.10
F5 16.17 11.90 16.03
F6 19.42 12.25 17.30
As2 17.80 16.38 13.11
F7 17.81 15.78 11.44
F8 19.47 15.88 13.46
F9 17.62 16.89 14.83
F10 16.09 16.58 13.12
F11 17.26 14.72 13.73
F12 18.06 17.93 12.75
As3 13.19 13.64 13.52
F13 14.40 13.03 12.47
F14 13.09 12.16 14.37
F15 12.08 14.39 14.63
F16 13.39 15.14 12.72
F17 11.98 13.18 12.52
F18 14.59 14.05 14.58
C17 16.89 17.57 18.22
C18 15.56 17.13 17.55
C19 14.88 18.29 16.80
O3 15.60 15.97 16.89
H41 17.27 16.75 18.79
H42 16.73 18.44 18.87
H43 17.66 17.80 17.48
H44 14.90 17.04 18.43
H45 15.37 18.46 15.80
H46 14.94 19.18 17.34
H47 13.84 17.96 16.61
C20 13.24 8.61 12.81
Cl1 11.56 8.40 13.18
Cl2 13.56 10.09 11.81
Cl3 14.07 8.90 14.37
Cl4 13.98 7.20 12.00
C21 9.10 16.27 13.99
Cl5 7.94 17.39 13.21
Cl6 8.26 14.81 14.55
Cl7 10.33 15.91 12.79
Cl8 9.72 17.20 15.34
C22 8.37 11.62 10.53
Cl9 7.22 10.56 9.79
Cl10 9.98 11.29 9.79
Cl11 7.98 13.23 10.31
Cl12 8.64 11.22 12.24
C23 11.57 15.89 8.42
Cl13 10.44 17.19 8.69
Cl14 12.94 16.58 7.60
Cl15 11.95 15.09 9.96
Cl16 10.75 14.76 7.38
C24 12.77 19.57 12.46
Cl17 13.55 19.01 10.91
Cl18 11.01 19.36 12.46
Cl19 13.45 18.54 13.73
Cl20 13.25 21.23 12.70